Record 1
Density functional theory data (ωB97M-V with the def2-TZVPD basis set) for C30H23BF8O2S as an isolated structure at a distorted geometry.

Its total energy is -68824.23650 eV. The relative energy (zero: lowest compared OMol25 entry of this formula, charge and spin) is 146.4 kcal/mol. As for the max |F|: 4.2 eV/Å. The value obtained for the highest occupied orbital energy is -5.05 eV.

The geometry in ORCA input format:
```
! RIJCOSX wB97M-V def2-TZVPD def2/J DEFGRID3
* xyz 0 1
C 5.4510 -1.9483 0.7322
C 4.0604 -1.6815 0.3770
C 3.6371 -1.5031 -0.9503
C 2.2805 -1.3825 -1.0759
C 1.4898 -1.2292 0.2255
B 1.1301 3.8812 -0.1005
C 0.2814 -2.2016 0.3102
C -0.1695 -2.6439 1.5339
C -1.4456 -3.1803 1.6469
C -1.9554 -3.3895 3.0356
F -3.1773 -3.9776 3.0696
F -1.0852 -4.1867 3.7399
F -2.0582 -2.1968 3.7209
C -2.1905 -3.4899 0.5182
C -1.6428 -3.2153 -0.7253
C -2.5055 -3.5330 -1.9208
F -2.2142 -2.7738 -3.0138
F -2.3794 -4.8435 -2.2914
F -3.8435 -3.3120 -1.6605
C -0.3773 -2.6433 -0.8381
O 2.2981 3.9484 0.5966
C 3.3180 4.2801 -0.3840
C 2.5943 4.3979 -1.7213
O 1.2144 4.0156 -1.4567
S 2.7912 -1.7431 1.4713
H 5.9280 -2.4705 -0.1014
H 5.9889 -1.0148 0.9252
H 5.4793 -2.5802 1.6179
H 4.3422 -1.5109 -1.7900
H 1.7764 -1.3758 -2.0483
H 0.4372 -2.4953 2.4222
H -3.1690 -3.9494 0.5792
H 0.0288 -2.4507 -1.8243
H 3.7929 5.2250 -0.1040
H 4.1005 3.5152 -0.4239
H 2.6093 5.4309 -2.0834
H 3.0358 3.7772 -2.5102
F -1.8967 3.7905 2.2071
C -1.0749 2.6972 2.3781
C -1.2615 1.9969 3.5817
C -0.3919 0.9384 3.8509
C 0.5014 0.5074 2.8553
C 0.4736 1.0658 1.5837
C 1.1674 0.2253 0.3802
C 0.2512 0.5963 -0.7539
C -1.0856 0.6702 -0.5714
C -2.0767 0.8625 -1.6091
C -2.0018 1.9025 -2.5480
C -3.1576 2.1334 -3.2812
F -3.2560 3.3082 -3.9879
C -4.2643 1.2750 -3.2497
C -4.2475 0.1644 -2.3975
C -3.1865 0.0034 -1.5299
C -0.1305 2.3431 1.4155
H -1.9568 2.3259 4.3398
H -0.3630 0.3974 4.8068
H 1.2690 -0.2408 3.0543
H 2.1350 0.7335 0.3518
H 0.6541 0.3988 -1.7462
H -1.5472 0.4757 0.4126
H -1.1154 2.5302 -2.5873
H -5.1449 1.5077 -3.8414
H -5.0644 -0.5525 -2.3694
H -3.1803 -0.7584 -0.7446
H 0.0996 3.1534 0.5017
*
```

Record 2
Density functional theory data (ωB97M-V with the def2-TZVPD basis set) for C32H32HfN3O4P2S as an isolated structure at a distorted geometry.

Its total energy is -77066.74880 eV. The relative energy (zero: lowest compared OMol25 entry of this formula, charge and spin) is 0.0 kcal/mol. As for the max |F|: 1.7 eV/Å. The value obtained for the highest occupied orbital energy is -16.67 eV.

The geometry in ORCA input format:
```
! RIJCOSX wB97M-V def2-TZVPD def2/J DEFGRID3
* xyz 3 1
Hf 0.7480 0.7961 -1.0021
O -1.1857 0.4856 -1.2304
P -2.1215 -0.1412 -0.1629
C -2.0165 0.9536 1.3151
P -0.3257 1.5593 1.6880
O 0.2938 2.1370 0.3984
C 0.6775 0.1098 2.0914
C 0.3576 -0.6302 3.2299
C 1.1652 -1.6816 3.6221
C 2.2902 -2.0116 2.8729
C 2.6294 -1.2704 1.7529
C 1.8401 -0.1943 1.3698
C -0.3680 2.6911 3.0507
C 0.8303 3.3149 3.4112
C 0.8462 4.1672 4.4987
C -0.3190 4.3892 5.2252
C -1.5048 3.7591 4.8713
C -1.5374 2.9037 3.7832
C -1.5544 -1.8125 0.1490
C -1.7099 -2.4545 1.3766
C -1.4593 -3.8124 1.4813
C -1.1120 -4.5429 0.3529
C -1.0183 -3.9212 -0.8862
C -1.2426 -2.5587 -0.9936
C -3.8288 -0.1974 -0.6404
C -4.4966 1.0108 -0.8743
C -5.8527 0.9946 -1.1374
C -6.5392 -0.2155 -1.1604
C -5.8721 -1.4139 -0.9448
C -4.5130 -1.4134 -0.6776
H -2.4546 0.4535 2.1811
H -2.6338 1.8280 1.0889
H -0.5075 -0.3581 3.8248
H 0.9308 -2.2343 4.5224
H 2.9316 -2.8213 3.1955
H 3.5424 -1.4910 1.2138
H 2.2265 0.4970 0.6165
H 1.7314 3.1370 2.8351
H 1.7658 4.6584 4.7862
H -0.3031 5.0606 6.0733
H -2.4067 3.9349 5.4415
H -2.4676 2.4225 3.5091
H -2.0591 -1.9075 2.2423
H -1.5708 -4.3084 2.4364
H -0.9605 -5.6116 0.4354
H -0.8157 -4.5053 -1.7746
H -1.2341 -2.0748 -1.9620
H -3.9498 1.9476 -0.8806
H -6.3782 1.9217 -1.3217
H -7.6039 -0.2223 -1.3520
H -6.4124 -2.3498 -0.9809
H -3.9880 -2.3446 -0.5059
O 2.5884 1.4535 -1.3539
N 3.0059 2.0784 -2.4743
C 4.2964 2.4580 -2.5588
C 4.7555 3.0878 -3.6833
C 3.8718 3.3375 -4.7344
C 2.5544 2.9431 -4.6202
C 2.1142 2.2956 -3.4677
S 0.4788 1.7255 -3.2682
H 4.9119 2.2389 -1.6989
H 5.7913 3.3899 -3.7339
H 4.2187 3.8345 -5.6303
H 1.8297 3.1227 -5.4016
C 3.3476 -3.8283 -2.7394
N 2.5978 -2.8876 -1.9107
C 2.0779 -1.7412 -2.3021
N 2.2292 -1.3115 -3.5511
O 1.4137 -1.0417 -1.4449
H 3.4203 -4.7719 -2.2076
H 4.3579 -3.4666 -2.9329
H 2.8351 -4.0159 -3.6832
H 2.4501 -3.1242 -0.9422
H 2.6723 -1.8944 -4.2434
H 1.6979 -0.5149 -3.8724
*
```

Record 3
Density functional theory data (ωB97M-V with the def2-TZVPD basis set) for an isolated molecule of C4H8O2 at a distorted geometry.

Its total energy is -8371.34793 eV. The relative energy (zero: lowest compared OMol25 entry of this formula, charge and spin) is 44.6 kcal/mol. As for the max |F|: 1.7 eV/Å. The SMILES is C1COCCO1. The value obtained for the highest occupied orbital energy is -9.42 eV.

The geometry in ORCA input format:
```
! RIJCOSX wB97M-V def2-TZVPD def2/J DEFGRID3
* xyz 0 1
C -1.3725 0.3106 -0.1250
C -0.8060 -1.0919 -0.0432
O 0.4018 -1.2133 0.6522
C 1.3538 -0.3124 0.1315
C 0.8375 1.1201 0.1705
O -0.3948 1.2545 -0.5087
H -1.9575 0.1195 -1.0240
H -1.9622 0.6647 0.7419
H -1.5085 -1.7601 0.4763
H -0.7133 -1.3075 -1.1705
H 2.2505 -0.4157 0.7491
H 1.5845 -0.6075 -0.9047
H 0.7540 1.4614 1.2149
H 1.5328 1.7777 -0.3604
*
```

Record 4
Density functional theory data (ωB97M-V with the def2-TZVPD basis set) for an isolated molecule of C3H2N2O at a distorted geometry.

Its total energy is -8161.10602 eV. The relative energy (zero: lowest compared OMol25 entry of this formula, charge and spin) is 198.5 kcal/mol. As for the max |F|: 2.8 eV/Å. The value obtained for the highest occupied orbital energy is -9.01 eV.

The geometry in ORCA input format:
```
! RIJCOSX wB97M-V def2-TZVPD def2/J DEFGRID3
* xyz 0 1
C 0.3970 1.1972 -0.6116
C -0.0065 0.2058 0.2458
C -0.1146 0.0763 -1.2937
N -0.9082 -0.4775 1.1092
N 0.2611 -0.2708 1.5116
O 1.0472 -0.1429 2.3979
H -1.1653 0.0235 -1.4106
H 0.4895 -0.6116 -1.9486
*
```

Record 5
Density functional theory data (ωB97M-V with the def2-TZVPD basis set) for an isolated molecule of C4H12N2O at a distorted geometry.

Its total energy is -9369.61718 eV. The relative energy (zero: lowest compared OMol25 entry of this formula, charge and spin) is 36.4 kcal/mol. As for the max |F|: 1.5 eV/Å. The SMILES is C[C@H](CN)NCO. The value obtained for the highest occupied orbital energy is -8.92 eV.

The geometry in ORCA input format:
```
! RIJCOSX wB97M-V def2-TZVPD def2/J DEFGRID3
* xyz 0 1
C 0.6871 1.6428 -0.2982
C 0.0408 0.2553 -0.0338
C -0.6951 0.2279 1.3044
N -1.8016 1.1749 1.3912
N 1.0560 -0.8102 -0.1270
C 0.6069 -1.9869 -0.7894
O 0.5480 -1.8083 -2.2128
H 0.6227 2.2436 0.6065
H 1.7129 1.4406 -0.6055
H 0.2890 2.0940 -1.1768
H -0.6897 0.0708 -0.8267
H -1.0650 -0.7859 1.4306
H -0.0018 0.4565 2.1178
H -1.5755 2.0318 0.9155
H -2.6674 0.8123 1.0204
H 1.4130 -1.0605 0.7879
H -0.3876 -2.3292 -0.4655
H 1.2987 -2.8059 -0.6436
H 0.6085 -0.8636 -2.3951
*
```

Record 6
Density functional theory data (ωB97M-V with the def2-TZVPD basis set) for C21H17N3O5 as an isolated structure at a distorted geometry.

Its total energy is -36736.00260 eV. The relative energy (zero: lowest compared OMol25 entry of this formula, charge and spin) is 538.6 kcal/mol. As for the max |F|: 16.8 eV/Å. The value obtained for the highest occupied orbital energy is -8.87 eV.

The geometry in ORCA input format:
```
! RIJCOSX wB97M-V def2-TZVPD def2/J DEFGRID3
* xyz 0 1
C 0.9999 1.0311 -1.8563
H 0.7131 1.9875 -1.5197
H 1.9128 0.8254 -2.1154
H 0.3111 0.7620 -2.7717
C 0.6389 -0.1114 -0.9722
N 0.8419 -1.3512 -1.3034
C 1.9791 -2.0258 -1.3476
O 1.8341 -3.5204 -1.5320
C 3.2517 -1.6435 -1.1683
C 3.7933 -1.0701 -2.3501
C 5.2240 -0.6842 -2.1077
C 5.9294 -0.7651 -1.0525
C 5.1946 -1.1222 -0.1183
C 3.9569 -1.5396 0.1343
N 3.3211 -2.1290 1.2025
O 2.2288 -1.9075 1.3020
O 4.0385 -2.2329 2.0351
H 5.8722 -1.0207 0.9789
N 7.1009 -0.1949 -0.9581
O 7.7351 0.3512 -2.0271
O 7.7925 -0.1994 -0.0345
H 5.7871 -0.1671 -3.0624
H 3.3287 -1.1123 -3.1212
H 0.0136 -1.7769 -1.2269
C -0.6858 -0.0702 -0.1187
C -1.8586 0.0764 -0.9602
C -3.0712 0.4053 -0.6575
C -3.2272 0.6462 0.9824
C -1.9749 0.9463 1.6288
C -0.8346 0.6795 1.1262
H 0.0424 0.6058 1.8570
H -2.1860 1.0442 2.5976
C -4.5645 1.0258 1.4181
C -4.9218 0.5939 2.5031
C -6.1605 0.8630 3.0583
C -7.0927 1.5332 2.5739
C -6.7887 1.8657 1.0636
C -5.3928 1.9780 0.7198
H -5.1481 2.1076 -0.3198
H -7.2695 2.6082 0.6417
H -8.1209 1.9695 2.7532
H -6.2659 0.6474 4.2222
H -4.1303 0.0149 3.1713
H -3.8679 0.2837 -1.2532
H -1.5854 -0.3355 -2.0160
H 1.3058 0.1281 0.0008
*
```

Record 7
Density functional theory data (ωB97M-V with the def2-TZVPD basis set) for an isolated molecule of C4H5N3O at a distorted geometry.

Its total energy is -10743.96660 eV. The relative energy (zero: lowest compared OMol25 entry of this formula, charge and spin) is 84.1 kcal/mol. As for the max |F|: 8.5 eV/Å. The SMILES is Cc1c[nH]c(=O)nn1. The value obtained for the highest occupied orbital energy is -8.77 eV.

The geometry in ORCA input format:
```
! RIJCOSX wB97M-V def2-TZVPD def2/J DEFGRID3
* xyz 0 1
C -2.3589 -1.2458 0.5647
C -1.0993 -0.5342 0.3264
C 0.1224 -1.1387 0.5422
N 1.2638 -0.5232 0.2606
C 1.1330 0.8412 -0.3053
O 2.2169 1.5389 -0.2657
N -0.1059 1.0881 -0.8414
N -1.0462 0.4402 -0.5501
H -2.6051 -1.4668 -0.3861
H -3.0245 -0.5106 1.0923
H -2.1886 -2.1138 1.2597
H 0.2898 -2.1323 0.8055
H 2.2274 -0.6590 0.5020
*
```

Record 8
Density functional theory data (ωB97M-V with the def2-TZVPD basis set) for a 2-piece molecular cluster, C9H15B2Cl2F2O9 overall at a distorted geometry.

Its total energy is -59847.83352 eV. As for the max |F|: 1.4 eV/Å. The value obtained for the highest occupied orbital energy is -6.53 eV.

The geometry in ORCA input format:
```
! RIJCOSX wB97M-V def2-TZVPD def2/J DEFGRID3
* xyz -1 1
C 1.6739 3.3334 1.6997
C 1.1376 1.8956 1.4120
C 2.1604 1.0066 0.6930
Cl 1.9363 1.1012 -1.1037
C 2.1985 -0.4517 1.1958
O 1.0116 -0.8847 1.8084
C -0.0717 -1.0538 0.9106
C -1.3259 -0.6732 1.7160
O -2.5257 -1.1107 1.1057
C -3.2016 -0.0901 0.4680
Cl -4.3745 -0.8823 -0.6618
O -2.3636 0.7100 -0.3012
B -2.4237 2.0639 -0.0674
O -2.8216 2.6330 1.1423
O -2.0413 2.8963 -1.1324
H 2.7358 3.4170 1.4735
H 1.1572 4.0618 1.0755
H 1.4986 3.5697 2.7484
H 0.2800 2.0207 0.7458
H 0.7770 1.4416 2.3311
H 3.1442 1.4381 0.8683
H 2.9653 -0.4902 1.9760
H 2.5423 -1.1136 0.4044
H -0.0314 -0.3887 0.0446
H -0.1557 -2.0663 0.5228
H -1.2937 0.4059 1.8844
H -1.2138 -1.1327 2.7019
H -3.8143 0.4530 1.1869
H -2.1908 3.2913 1.4403
H -1.4013 3.5171 -0.7706
B -0.2828 -2.9169 -3.7225
O 0.7895 -3.8908 -4.0629
C 1.6573 -3.9328 -3.0698
O 2.6440 -4.6202 -3.0282
C 1.2024 -2.9686 -1.9899
O 1.7683 -2.7610 -0.9437
O 0.0858 -2.3904 -2.3765
F -1.5206 -3.5568 -3.6694
F -0.3119 -1.8808 -4.6554
*
```

What gap between HOMO and LUMO values result from the calculations? In sequence: 2.65 8.59 10.48 8.07 9.91 7.22 8.60 8.31 eV.